# 1
Below is a single C6H8 molecule, with properties calculated with ωB97M-V/def2-TZVPD.

- E: -233.2618 Eh
- LUMO: 1.11 eV
- Relative energy (zero: lowest compared OMol25 entry of this formula, charge and spin): 3.408 eV
- F_max: 5.037 eV/A
- Structure (SMILES): C#CCC1CC1

The geometry in XYZ format:
```
14
C6H8 ωB97M-V/def2-TZVPD
C 0.9192 -1.8029 -1.6765
C 0.2518 -1.5320 -0.6711
C -0.6625 -1.0245 0.4273
C -0.5657 0.5163 0.8011
C -0.4015 1.7441 -0.1441
C 0.6243 1.5367 0.9880
H 1.4244 -1.8054 -2.6553
H -0.6725 -1.8198 1.2754
H -1.5741 -1.1571 0.0843
H -1.3537 0.8990 1.4261
H 0.0717 1.5610 -1.1532
H -1.1348 2.6555 -0.0646
H 1.6650 1.0413 0.7686
H 0.5805 1.9994 1.9712
```

***

# 2
Below is a molecular structure, C6H8AlBrN, with properties calculated with ωB97M-V/def2-TZVPD.

- E: -3104.6584 Eh
- Total charge: -1
- LUMO: 2.92 eV
- F_max: 7.171 eV/A

The geometry in XYZ format:
```
17
C6H8AlBrN ωB97M-V/def2-TZVPD
C -1.7740 -0.9350 0.8468
C -3.0949 -0.8479 0.7391
Al -5.1492 -0.5497 0.5775
Br -5.8820 1.5038 1.6211
H -0.6809 -0.5675 0.7663
H -5.8825 -1.7378 1.3354
H -5.6418 -0.5100 -0.9357
N 2.1160 0.5561 0.3964
C 2.6832 1.5240 -0.3888
C 3.4435 0.9002 -1.3483
C 3.3260 -0.4958 -1.1377
C 2.4985 -0.6784 -0.0563
H 1.5104 0.7257 1.1844
H 2.4986 2.5704 -0.1966
H 4.0194 1.3944 -2.1174
H 3.7943 -1.2807 -1.7140
H 2.1506 -1.5779 0.4295
```

***

# 3
Below is a molecular structure, C6H8Br2, with properties calculated with ωB97M-V/def2-TZVPD.

- E: -5381.3493 Eh
- LUMO: 0.13 eV
- Relative energy (zero: lowest compared OMol25 entry of this formula, charge and spin): 0.219 eV
- F_max: 3.594 eV/A

The geometry in XYZ format:
```
16
C6H8Br2 ωB97M-V/def2-TZVPD
C -0.6817 1.0805 0.0631
C -1.6446 1.7004 -0.9026
C 0.2882 0.2120 0.1657
C -1.4880 2.3108 0.4669
C 0.4489 -0.8408 -0.8892
C 0.9684 0.0854 1.5212
Br -0.6517 3.9293 0.7382
Br -2.9950 2.2718 1.9437
H -2.5645 1.1634 -1.0544
H -1.3501 2.3650 -1.7514
H 1.4451 -1.4063 -0.7251
H 0.3137 -0.3219 -1.8189
H -0.3563 -1.5511 -0.7783
H 1.9232 0.7103 1.3228
H 1.2428 -0.9952 1.7130
H 0.2943 0.5368 2.3286
```

***

# 4
Below is a single C6H8Br2F3P molecule, with properties calculated with ωB97M-V/def2-TZVPD.

- E: -6022.3330 Eh
- LUMO: 0.12 eV
- Relative energy (zero: lowest compared OMol25 entry of this formula, charge and spin): 1.617 eV
- F_max: 3.378 eV/A
- Structure (SMILES): C/C(Br)=C(/Br)PCCC(F)(F)F

The geometry in XYZ format:
```
20
C6H8Br2F3P ωB97M-V/def2-TZVPD
C 2.9900 -0.2794 1.1239
C 2.4867 0.7353 0.0126
Br 3.4376 2.4778 -0.2023
C 1.4074 0.4444 -0.8585
Br 0.8991 1.7718 -2.2475
P 0.5095 -1.2306 -0.6883
C -1.2965 -0.9830 -1.1791
C -2.2888 -0.6201 0.0177
C -2.3343 0.9124 0.4115
F -1.6762 1.1707 1.6284
F -3.7011 1.2331 0.6411
F -1.8970 1.7898 -0.5719
H 3.5930 0.3259 1.8691
H 2.1603 -0.7946 1.6932
H 3.7033 -1.0095 0.6225
H 0.5378 -1.6201 0.6897
H -1.6523 -1.9898 -1.5953
H -1.4088 -0.2089 -2.0021
H -3.3456 -0.8952 -0.3303
H -2.1240 -1.2299 0.9656
```